Entry 1:
A molecular structure, C2H4CsO2 at a distorted geometry, computed with ωB97M-V/def2-TZVPD.

The calculation puts the gap between HOMO and LUMO at 3.14 eV. As for the electronic energy: -6777.682 eV. The HOMO energy comes out at -0.060 Eh. For the relative energy (zero: lowest compared OMol25 entry of this formula, charge and spin), the calculation gives 16.2 kcal/mol. The total charge is -1.

Structure (XYZ):
```
9
Properties=species:S:1:pos:R:3:lowdin_charge:R:1
Cs 5.671 -0.644 32.769 1.072
O 4.922 1.916 35.560 -0.422
C 5.444 1.988 34.234 -0.592
C 4.485 2.405 33.019 -0.474
O 3.273 1.594 32.883 -0.512
H 5.857 1.006 34.003 -0.213
H 6.332 2.604 34.092 0.053
H 5.037 2.289 32.086 0.022
H 4.166 3.447 33.044 0.067
```

Entry 2:
C8H8INO4 in the gas phase at a distorted geometry, computed with ωB97M-V/def2-TZVPD.

The calculation puts the gap between HOMO and LUMO at 8.87 eV. As for the electronic energy: -26200.814 eV. The HOMO energy comes out at -0.337 Eh. For the relative energy (zero: lowest compared OMol25 entry of this formula, charge and spin), the calculation gives 114.2 kcal/mol. The total charge is 0. The structure (SMILES) is COC(=O)C1=C(I)C([N+](=O)[O-])=CCC1.

Structure (XYZ):
```
22
Properties=species:S:1:pos:R:3:nbo_charge:R:1
C -1.023 3.147 0.265 -0.279
O -0.538 1.783 0.407 -0.520
C 0.797 1.632 0.225 0.768
O 1.525 2.598 -0.020 -0.593
C 1.244 0.245 0.211 -0.262
C 2.501 -0.056 0.044 -0.054
I 4.241 1.119 -0.095 0.283
C 2.842 -1.804 0.058 0.054
N 4.200 -2.172 0.317 0.493
O 4.636 -3.072 -0.398 -0.388
O 4.844 -1.616 1.150 -0.338
C 1.833 -2.651 -0.104 -0.131
C 0.422 -2.188 -0.328 -0.436
C 0.215 -0.803 0.345 -0.418
H -0.772 3.630 1.192 0.209
H -2.077 2.908 -0.133 0.212
H -0.405 3.594 -0.609 0.215
H 2.052 -3.676 -0.006 0.232
H 0.266 -2.169 -1.434 0.235
H -0.336 -3.028 0.032 0.237
H -0.020 -0.932 1.479 0.232
H -0.724 -0.366 -0.147 0.250
```

Entry 3:
CH2O2 in the gas phase at a distorted geometry, computed with ωB97M-V/def2-TZVPD.

The calculation puts the gap between HOMO and LUMO (spin up / spin down) at 7.56 / 9.46 eV. The multiplicity is 3. As for the electronic energy: -5156.001 eV. The HOMO energy (spin up / spin down) comes out at -0.242 / -0.408 Eh. For the relative energy (zero: lowest compared OMol25 entry of this formula, charge and spin), the calculation gives 56.4 kcal/mol. The total charge is 0.

Structure (XYZ):
```
5
Properties=species:S:1:pos:R:3:nbo_charge:R:1
C -0.181 0.017 -0.009 0.147
O 0.965 0.743 0.042 -0.232
O 1.001 -0.694 0.074 -0.212
H -0.979 0.099 0.869 0.149
H -0.806 -0.165 -0.976 0.148
```

Entry 4:
C31H33N3O5 in the gas phase at a distorted geometry, computed with ωB97M-V/def2-TZVPD.

The calculation puts the gap between HOMO and LUMO at 4.60 eV. As for the electronic energy: -47383.133 eV. The HOMO energy comes out at -0.252 Eh. For the relative energy (zero: lowest compared OMol25 entry of this formula, charge and spin), the calculation gives 183.1 kcal/mol. The total charge is 0.

Structure (XYZ):
```
72
Properties=species:S:1:pos:R:3:lowdin_charge:R:1
C -1.939 -0.132 0.881 -0.080
C -3.390 -0.620 1.051 -0.315
O -3.774 -1.775 0.862 0.101
C -4.286 0.474 1.408 -0.144
C -3.959 1.740 0.788 -0.233
C -4.860 2.880 1.149 -0.029
C -5.922 2.670 1.978 -0.097
C -6.254 1.376 2.453 -0.094
C -5.448 0.283 2.148 -0.025
N -1.837 1.167 1.675 -0.126
O -0.799 1.481 2.253 0.114
O -2.630 2.175 1.274 0.059
H -1.811 0.075 -0.210 0.188
H -3.879 1.616 -0.302 0.164
H -4.563 3.861 0.780 0.107
H -6.552 3.518 2.268 0.109
H -7.143 1.235 3.070 0.096
H -5.685 -0.729 2.483 0.125
C -1.321 -7.393 2.502 -0.069
O -1.822 -6.256 3.235 -0.093
C -1.606 -5.026 2.700 -0.267
C -2.025 -3.912 3.472 0.012
C -1.810 -2.636 2.990 -0.034
C -1.214 -2.437 1.738 -0.196
C -0.828 -1.004 1.347 -0.232
C 0.363 -0.976 0.415 -0.053
C 0.939 0.199 0.047 -0.072
N 2.032 0.334 -0.767 -0.017
C 2.545 1.656 -1.093 -0.178
C 1.450 2.575 -1.642 -0.088
C 1.960 3.949 -2.002 -0.235
C 1.723 4.466 -3.279 -0.042
C 2.297 5.684 -3.649 -0.081
C 3.062 6.406 -2.724 -0.091
C 3.236 5.918 -1.424 -0.077
C 2.669 4.694 -1.055 -0.041
C 3.665 1.342 -2.084 -0.364
O 4.381 2.146 -2.674 0.076
N 3.729 -0.019 -2.203 -0.035
C 4.711 -0.650 -3.055 -0.014
C 2.766 -0.767 -1.402 -0.472
C 3.496 -1.659 -0.384 0.003
C 1.864 -1.626 -2.302 0.000
C -0.925 -3.535 0.925 -0.032
C -1.019 -4.825 1.430 -0.011
H -1.728 -8.245 3.041 0.089
H -1.677 -7.395 1.462 0.088
H -0.223 -7.408 2.524 0.098
H -2.513 -4.087 4.426 0.118
H -2.097 -1.763 3.583 0.129
H -0.455 -0.583 2.294 0.144
H 0.880 -1.920 0.226 0.075
H 0.543 1.127 0.471 0.114
H 2.998 2.119 -0.194 0.158
H 1.003 2.094 -2.527 0.132
H 0.659 2.669 -0.881 0.115
H 1.118 3.882 -3.976 0.112
H 2.148 6.061 -4.661 0.102
H 3.520 7.354 -3.015 0.100
H 3.818 6.478 -0.689 0.103
H 2.791 4.294 -0.045 0.113
H 5.327 0.130 -3.510 0.094
H 5.351 -1.325 -2.472 0.092
H 4.221 -1.234 -3.846 0.093
H 4.347 -1.108 0.041 0.099
H 2.834 -1.964 0.430 0.074
H 3.867 -2.556 -0.897 0.085
H 1.535 -1.036 -3.168 0.099
H 2.438 -2.493 -2.653 0.085
H 0.983 -1.979 -1.757 0.063
H -0.603 -3.389 -0.108 0.114
H -0.671 -5.667 0.831 0.100
```

Entry 5:
2 unconnected molecules or ions with the total composition C4H8NS at a distorted geometry, computed with ωB97M-V/def2-TZVPD.

The calculation puts the gap between HOMO and LUMO at 8.64 eV. As for the electronic energy: -16591.677 eV. The HOMO energy comes out at -0.505 Eh. For the relative energy (zero: lowest compared OMol25 entry of this formula, charge and spin), the calculation gives 86.0 kcal/mol. The total charge is +1.

Structure (XYZ):
```
14
Properties=species:S:1:pos:R:3:nbo_charge:R:1
C -0.497 2.100 -1.080 0.242
C 0.628 2.514 -1.908 -0.213
C -0.438 -2.679 1.652 -0.698
C -0.027 -1.425 1.126 -0.104
N 0.635 1.676 -0.651 -0.400
S 1.052 -1.191 -0.167 0.054
H -1.496 2.393 -0.656 0.273
H 0.885 2.067 -2.736 0.208
H 0.963 3.545 -1.877 0.226
H -0.853 -2.810 2.638 0.275
H -1.451 -2.795 1.012 0.296
H 0.083 -3.470 1.302 0.249
H -0.479 -0.597 1.611 0.202
H 0.996 0.671 -0.266 0.389
```

Entry 6:
7 unconnected molecules or ions with the total composition C53H75ClF3N10O3 at a distorted geometry, computed with ωB97M-V/def2-TZVPD.

The calculation puts the gap between HOMO and LUMO at 6.49 eV. As for the electronic energy: -97882.058 eV. The HOMO energy comes out at -0.346 Eh. For the relative energy (zero: lowest compared OMol25 entry of this formula, charge and spin), the calculation gives 64.7 kcal/mol. The total charge is +1.

Structure (XYZ):
```
145
Properties=species:S:1:pos:R:3:lowdin_charge:R:1
C -6.236 3.793 1.764 -0.059
C -5.342 5.093 1.886 -0.264
O -4.768 5.440 0.614 -0.179
C -3.740 6.437 0.765 -0.206
C -2.404 5.982 0.067 -0.183
C -1.533 5.190 1.136 -0.190
C -2.154 3.724 1.294 -0.158
C -1.056 2.574 1.295 -0.103
C -1.241 1.417 0.236 -0.289
C -2.690 0.838 0.431 -0.099
C -3.217 0.689 1.902 -0.076
C -4.182 -0.510 2.111 -0.401
O -4.728 -1.092 1.190 0.068
N -4.477 -0.920 3.447 0.097
C -3.326 -1.479 4.131 -0.233
C -3.084 -2.927 4.053 -0.008
C -1.940 -3.523 4.738 -0.071
C -1.039 -2.686 5.508 -0.091
C -1.223 -1.242 5.593 -0.071
C -2.370 -0.674 4.908 -0.041
C -1.326 2.064 -1.225 -0.102
C 0.046 2.600 -1.792 -0.520
Cl -0.082 4.445 -1.873 0.683
C 1.315 2.239 -0.929 -0.272
C 2.512 2.017 -1.966 -0.131
C 3.919 1.854 -1.292 -0.101
C 4.126 2.658 0.004 -0.169
F 3.936 2.002 1.233 0.018
C 4.434 3.982 0.098 -0.224
F 5.415 4.567 -0.629 0.107
F 3.761 4.846 0.907 0.117
C 1.198 1.064 0.110 -0.059
N -0.130 0.355 0.247 -0.100
C -0.026 -0.278 1.631 -0.163
N 1.144 -1.183 1.743 0.063
N -0.458 -0.542 -0.780 -0.053
C -0.930 -1.901 -0.453 -0.024
C 0.423 -0.730 -1.917 -0.392
C 1.762 -1.585 -1.923 0.033
O 0.102 -0.309 -3.003 0.088
H -5.944 3.168 0.886 0.040
H -6.065 3.153 2.675 0.074
H -7.326 4.056 1.730 0.084
H -5.975 5.930 2.299 0.130
H -4.531 4.882 2.643 0.100
H -3.574 6.606 1.863 0.116
H -4.102 7.406 0.328 0.128
H -2.576 5.287 -0.794 0.082
H -1.839 6.865 -0.342 0.117
H -1.557 5.780 2.084 0.110
H -0.475 5.171 0.776 0.069
H -2.675 3.737 2.294 0.109
H -2.956 3.635 0.528 0.095
H -0.081 3.135 1.199 0.112
H -1.041 2.212 2.364 0.111
H -2.918 -0.107 -0.115 0.114
H -3.376 1.593 -0.046 0.110
H -3.812 1.615 2.153 0.130
H -2.429 0.627 2.695 0.079
H -5.248 -1.590 3.464 0.141
H -3.769 -3.585 3.470 0.115
H -1.766 -4.624 4.711 0.106
H -0.190 -3.167 6.040 0.093
H -0.516 -0.606 6.163 0.103
H -2.560 0.430 4.928 0.112
H -1.715 1.319 -1.977 0.136
H -2.056 2.907 -1.266 0.105
H 0.219 2.296 -2.858 0.068
H 1.593 3.199 -0.406 0.114
H 2.297 1.112 -2.587 0.101
H 2.485 2.930 -2.626 0.127
H 4.169 0.780 -1.055 0.124
H 4.697 2.217 -2.025 0.135
H 1.474 1.540 1.091 0.137
H 2.052 0.363 -0.073 0.125
H 0.185 0.489 2.426 0.142
H -0.966 -0.758 1.983 0.127
H 0.912 -1.932 2.397 0.091
H 1.948 -0.672 2.114 0.089
H -1.797 -1.940 0.262 0.102
H -0.133 -2.613 -0.094 0.097
H -1.323 -2.360 -1.405 0.133
H 2.665 -0.945 -2.056 0.079
H 1.788 -2.173 -0.972 0.072
H 1.682 -2.328 -2.759 0.108
N 7.663 3.639 -2.652 0.007
C 7.643 2.876 -1.515 -0.163
C 8.387 1.748 -1.751 -0.107
C 8.880 1.837 -3.078 -0.107
C 8.419 3.014 -3.607 -0.134
H 7.196 4.522 -2.766 0.140
H 7.104 3.198 -0.643 0.087
H 8.561 0.949 -1.047 0.090
H 9.503 1.118 -3.588 0.094
H 8.562 3.461 -4.578 0.109
N 0.705 3.229 -5.429 0.001
C 0.747 3.862 -6.642 -0.131
C 0.591 2.913 -7.619 -0.099
C 0.442 1.659 -6.972 -0.097
C 0.514 1.885 -5.622 -0.148
H 0.798 3.681 -4.534 0.093
H 0.886 4.929 -6.704 0.109
H 0.582 3.098 -8.681 0.096
H 0.297 0.699 -7.444 0.093
H 0.447 1.209 -4.785 0.067
N -5.898 -0.069 -1.372 0.012
C -6.433 -0.532 -2.543 -0.133
C -6.855 0.550 -3.274 -0.105
C -6.557 1.711 -2.519 -0.101
C -5.965 1.297 -1.352 -0.152
H -5.512 -0.643 -0.639 0.095
H -6.469 -1.589 -2.753 0.107
H -7.323 0.511 -4.245 0.094
H -6.754 2.735 -2.798 0.094
H -5.589 1.855 -0.511 0.067
N -0.554 -1.874 -5.419 0.001
C -0.028 -2.693 -6.382 -0.143
C -1.061 -3.389 -6.956 -0.108
C -2.258 -2.971 -6.319 -0.108
C -1.914 -2.034 -5.378 -0.145
H -0.026 -1.251 -4.833 0.088
H 1.033 -2.710 -6.574 0.105
H -0.969 -4.117 -7.746 0.093
H -3.258 -3.316 -6.528 0.092
H -2.516 -1.469 -4.684 0.102
N 2.970 -5.020 5.601 0.000
C 3.505 -5.908 6.496 -0.138
C 2.664 -6.988 6.574 -0.117
C 1.582 -6.747 5.688 -0.108
C 1.799 -5.528 5.100 -0.161
H 3.374 -4.134 5.350 0.141
H 4.435 -5.694 6.999 0.114
H 2.811 -7.857 7.197 0.102
H 0.741 -7.396 5.503 0.097
H 1.224 -4.978 4.372 0.092
N 4.478 -8.252 3.994 0.009
C 5.528 -8.432 3.134 -0.146
C 5.683 -9.779 2.931 -0.115
C 4.685 -10.438 3.694 -0.111
C 3.957 -9.469 4.336 -0.145
H 4.142 -7.363 4.325 0.110
H 6.073 -7.588 2.743 0.101
H 6.429 -10.241 2.304 0.090
H 4.520 -11.501 3.764 0.091
H 3.115 -9.541 5.006 0.098
```

Entry 7:
A molecular structure, C12H31BaCu2O9P2 at a distorted geometry, computed with ωB97M-V/def2-TZVPD.

The calculation puts the gap between HOMO and LUMO at 2.76 eV. As for the electronic energy: -139899.088 eV. The HOMO energy comes out at -0.595 Eh. For the relative energy (zero: lowest compared OMol25 entry of this formula, charge and spin), the calculation gives 69.7 kcal/mol. The total charge is +3.

Structure (XYZ):
```
57
Properties=species:S:1:pos:R:3:lowdin_charge:R:1
Cu -2.732 -0.103 -4.585 0.729
Cu -5.016 -1.552 -5.439 0.723
Ba -5.814 2.038 -4.963 1.950
O -4.840 -0.044 -3.710 -0.579
H -4.953 -0.504 -2.856 -0.033
C -2.810 -5.699 3.150 -0.068
C -3.989 -5.250 2.293 -0.226
O -4.008 -3.792 2.072 -0.180
P -2.701 -3.137 1.382 0.458
O -1.894 -4.132 0.666 -0.209
O -3.389 -1.820 0.694 -0.144
C -4.173 -1.983 -0.469 -0.306
C -3.710 -2.756 -1.651 -0.079
O -1.878 -2.554 2.627 -0.146
C -0.625 -2.036 2.331 -0.315
C -0.375 -0.634 2.926 -0.055
H -3.016 -5.559 4.211 0.088
H -2.538 -6.744 2.999 0.091
H -1.917 -5.208 2.764 0.055
H -3.841 -5.787 1.357 0.102
H -4.964 -5.608 2.624 0.121
H -5.107 -2.449 -0.154 0.125
H -4.319 -1.046 -1.006 0.074
H -3.447 -3.769 -1.347 0.094
H -4.536 -2.863 -2.354 0.060
H -2.951 -2.130 -2.121 0.072
H 0.179 -2.703 2.642 0.134
H -0.451 -1.818 1.277 0.102
H -1.188 0.028 2.627 0.073
H -0.189 -0.742 3.995 0.084
H 0.578 -0.342 2.486 0.080
C -3.792 3.379 -0.893 -0.042
C -4.399 1.989 -0.804 -0.323
O -5.675 2.132 -0.338 -0.147
P -6.971 1.509 -1.110 0.620
O -7.143 2.221 -2.452 -0.432
O -8.110 1.627 0.077 -0.161
C -7.874 0.882 1.271 -0.253
C -8.971 1.312 2.235 -0.047
O -6.740 -0.120 -1.292 -0.216
C -7.526 -0.896 -2.167 -0.298
C -7.771 -2.328 -1.690 -0.026
H -2.913 3.402 -1.538 0.081
H -4.436 4.034 -1.480 0.076
H -3.689 3.881 0.069 0.107
H -4.323 1.510 -1.780 0.072
H -3.794 1.452 -0.073 0.139
H -7.978 -0.164 0.985 0.112
H -6.895 1.077 1.708 0.125
H -9.056 0.609 3.063 0.094
H -9.044 2.358 2.531 0.097
H -9.952 1.013 1.866 0.085
H -8.464 -0.388 -2.390 0.130
H -7.026 -1.051 -3.124 0.069
H -8.745 -2.581 -2.110 0.099
H -7.014 -3.049 -1.998 0.074
H -7.823 -2.302 -0.601 0.093
```

Entry 8:
2 unconnected molecules or ions with the total composition C8H21N2 at a distorted geometry, computed with ωB97M-V/def2-TZVPD.

The calculation puts the gap between HOMO and LUMO at 10.01 eV. As for the electronic energy: -11606.455 eV. The HOMO energy comes out at -0.476 Eh. For the relative energy (zero: lowest compared OMol25 entry of this formula, charge and spin), the calculation gives 52.4 kcal/mol. The total charge is +1.

Structure (XYZ):
```
31
Properties=species:S:1:pos:R:3:nbo_charge:R:1
C 1.770 1.682 2.246 -0.613
C 0.618 -2.393 0.653 -0.657
C -1.552 -1.216 0.780 -0.640
C -1.957 1.519 -1.939 -0.333
C -0.438 -0.221 -2.819 -0.661
C 0.412 1.172 1.672 -0.241
C -0.194 -1.149 1.269 -0.047
C -0.727 1.159 -2.282 -0.303
N 1.172 0.061 -0.393 -0.551
N 0.591 0.024 0.932 -0.300
H 2.019 1.048 3.096 0.228
H 2.572 1.793 1.448 0.189
H 1.538 2.754 2.556 0.229
H 1.715 -2.334 0.620 0.217
H 0.403 -3.375 1.182 0.274
H 0.418 -2.459 -0.505 0.186
H -1.831 -2.265 0.614 0.240
H -1.594 -0.642 -0.167 0.203
H -2.230 -0.766 1.506 0.230
H 2.090 0.445 -0.262 0.433
H -2.152 2.599 -1.583 0.243
H -2.662 0.688 -1.948 0.213
H -1.340 -0.316 -3.453 0.262
H -0.438 -0.936 -1.930 0.178
H 0.449 -0.437 -3.276 0.226
H 0.018 2.036 1.159 0.188
H -0.213 1.049 2.485 0.236
H -0.341 -1.181 2.379 0.239
H 0.124 1.857 -2.362 0.210
H 1.182 -0.907 -0.686 0.461
H 0.576 0.709 -0.992 0.460
```